Entry 1:
Molecular formula: C15H29N3O9P
Method: DFT, ωB97M-V/def2-TZVPD

Last column: Löwdin spin population.
Cartesian coordinates (Å):
P 2.04388 3.00783 -1.63240  0.00
O 2.57737 1.43086 2.88201  0.00
O -3.08599 -2.58274 1.28502  0.00
O 3.64021 2.92416 -1.69506  0.00
O -1.96756 -0.69210 -1.91738  0.49
O -2.00513 -4.50518 1.53781  0.00
O 1.17147 -0.24742 3.33607  0.00
O -1.81752 -2.90943 3.11603  0.00
O 1.66326 4.07907 -0.50080  0.00
O 2.42547 0.58176 4.97071  0.00
N 2.58377 1.14420 0.15834  0.00
N -0.88186 -0.19352 -1.46225  0.39
N 1.45434 3.31885 -3.02831  0.00
C -3.20220 -3.25831 0.02538  0.00
C -2.01494 0.65221 0.52156  0.00
C -1.10432 1.04307 -0.67024  0.03
C -1.82699 2.12519 -1.48182  0.02
C 0.45535 -1.73329 -2.80751  0.00
C 1.51738 1.44569 -0.83926  0.00
C -0.13601 0.48541 -3.75173  0.02
C 0.99475 -1.14472 4.44104  0.00
C 0.18621 1.58461 -0.05857  0.00
C 2.11010 0.66555 3.66591  0.00
C 1.55095 0.29389 -1.86026  0.00
C 0.23427 -0.23412 -2.44831  0.03
C 1.48072 -0.29792 5.60380  0.00
C -2.26373 -3.29470 2.08229  0.00
C -2.87122 -4.68825 0.40986  0.00
H 1.49282 -2.02704 -2.65836  0.00
H -1.03707 0.05141 -4.18021  0.00
H -0.16879 -2.36109 -2.17467  0.00
H -1.17590 2.64303 -2.18506  0.00
H 1.75429 4.94660 -0.91087  0.00
H 0.19422 -1.92836 -3.84472  0.00
H -1.86912 -0.40672 0.72635  0.00
H 2.32733 0.26636 0.58981  0.00
H 1.97164 -0.86980 6.38550  0.00
H 2.20362 0.56355 -2.69094  0.00
H -0.20320 1.56335 -3.64657  0.00
H 1.61630 -2.02556 4.27670  0.00
H 2.55119 1.84295 0.89373  0.00
H 0.68533 0.30647 6.04109  0.00
H -0.04576 -1.44846 4.51339  0.00
H -3.74925 -5.25045 0.73191  0.00
H 4.02951 2.76426 -0.82731  0.00
H -1.75643 1.24116 1.39843  0.00
H 2.17170 3.43815 -3.73038  0.00
H -2.48218 -2.82522 -0.67089  0.00
H 0.68316 0.29714 -4.44941  0.00
H -2.17368 2.87104 -0.76223  0.00
H -2.35507 -5.24048 -0.37019  0.00
H -2.70945 1.71989 -1.97290  0.00
H -3.05996 0.81021 0.26174  0.00
H 2.03948 -0.52433 -1.32955  0.00
H -4.20389 -3.13115 -0.37416  0.00
H 0.00671 2.63121 0.18317  0.00
H 0.35041 1.08122 0.89467  0.00

As for the expectation value of S²: 0.754. As for the multiplicity: 2. For the HOMO-LUMO gap (alpha / beta), the calculation gives 8.85 / 9.23 eV. The value obtained for the HOMO energy (alpha / beta) is -8.273 / -8.888 eV. As for the total energy: -1771.7634 hartree.



Entry 2:
Molecular formula: C39H36BrKN10O5S2
Method: DFT, ωB97M-V/def2-TZVPD

Last column: Mulliken charge in e.
Cartesian coordinates (Å):
Br -2.85094 -0.10991 -1.05108  -0.05
K 0.38072 -0.34934 0.16784  1.15
S 3.52683 -1.85366 1.22268  1.47
S -0.26208 1.14899 -5.27834  -0.28
O 2.61755 -2.97297 1.40236  -0.83
O -0.90399 -2.59612 -0.00937  -0.62
O 0.86573 1.27325 1.99098  0.00
O 0.97430 3.47171 3.18352  -0.96
O 3.99553 -1.20680 2.42496  -0.76
N 0.38443 -4.45436 0.01705  -0.52
N -0.90112 2.84571 -0.69067  0.33
N -1.83747 4.24621 -2.15726  0.01
N 8.30321 -4.16473 -1.53255  -0.67
N -0.13873 1.01180 -2.73239  0.50
N 4.69618 0.55077 0.13398  -0.41
N 2.60704 1.09054 -0.90440  0.04
N 2.84716 -0.90295 0.16286  0.14
N -1.19720 0.64526 2.96965  0.19
N -1.77956 0.31730 1.83330  -0.05
C 4.78836 -3.38121 -0.66742  -0.33
C -2.08994 4.78760 -0.91510  0.39
C 7.34276 -2.75759 0.20939  -0.73
C -3.81337 0.14045 0.55373  0.40
C -2.76443 5.92913 -0.49894  -1.32
C 0.14499 0.34426 -3.80953  -0.06
C -0.71108 2.21707 -3.04782  -0.29
C -0.37695 -3.57264 -2.15035  -0.91
C 0.79573 2.89264 6.76405  -0.29
C 0.95335 3.54510 5.55892  -0.92
C 3.41201 0.26795 -0.18587  -0.13
C 4.96280 -2.54490 0.42572  -0.74
C 0.50053 1.53058 6.81730  -0.85
C -6.68406 -0.49973 3.92518  -0.52
C 0.36835 0.84777 5.61340  -0.16
C -5.15243 0.05213 0.50960  -1.02
C 0.79562 -2.79880 -2.77725  0.28
C 7.17794 -3.59830 -0.88657  1.17
C 6.23701 -2.22615 0.85737  -0.24
C 0.28139 0.70337 3.11533  -0.13
C 3.08210 2.28257 -1.19173  0.11
C -6.06439 0.09937 1.66105  0.43
C 0.50511 1.48266 4.39014  -0.44
C -2.19797 5.28634 1.77835  -0.94
C 5.13665 1.75276 -0.19378  -0.34
C -1.12191 3.08494 -1.94918  0.22
C 5.89016 -3.90733 -1.31983  -0.75
C -7.88631 0.18206 3.79635  -0.41
C -0.86571 2.47094 -4.37965  -0.53
C -1.52879 4.15131 1.35916  0.22
C -5.78710 -0.54899 2.86947  -0.41
C -7.29009 0.75996 1.53968  -0.47
C 4.36326 2.70007 -0.84546  -0.94
C -1.48707 3.89863 -0.01027  0.00
C -3.04956 0.47688 1.73877  -0.83
C -2.81021 6.15721 0.86618  -0.31
C -8.18819 0.80576 2.59396  -0.43
C -0.35600 -3.49479 -0.64450  0.43
C 0.81733 2.87409 4.30858  0.86
H 1.19598 4.60158 5.52461  0.38
H -1.28890 3.34197 -4.85174  0.35
H -3.22943 6.60987 -1.20204  0.36
H 3.78534 -3.59299 -1.01924  0.21
H 8.11452 -4.37466 -2.50313  0.24
H 0.72441 -1.78877 -2.33552  -0.49
H 9.11460 -3.56514 -1.47290  0.23
H -5.62507 -0.06330 -0.45847  0.38
H -0.36159 -4.62614 -2.46251  0.38
H 0.56186 -0.66442 -3.83735  0.25
H 1.05348 -4.91080 -0.58567  0.30
H -1.33617 -3.15240 -2.47189  0.26
H -3.32288 7.03654 1.23799  0.36
H 5.75046 -4.55312 -2.18012  0.28
H -2.09730 4.63019 -3.04650  0.18
H 0.91040 3.45305 7.68786  0.33
H 2.41007 2.94081 -1.73901  0.32
H 0.65268 -0.32299 3.21243  0.05
H 8.34269 -2.50701 0.54892  0.25
H 6.16762 1.97268 0.07650  0.36
H 6.34341 -1.54570 1.69134  0.48
H -6.44155 -1.00707 4.85079  0.37
H -9.12670 1.33439 2.47708  0.35
H -2.23182 5.51978 2.83474  0.47
H -8.58361 0.22050 4.62407  0.36
H 0.15983 -0.21928 5.61899  0.42
H -7.53048 1.25450 0.60578  0.40
H 1.72979 -3.20360 -2.34047  -0.53
H 0.83100 -4.08815 0.85306  0.30
H -4.86908 -1.11197 2.96789  0.56
H 1.01441 2.23244 2.22685  0.18
H 4.73016 3.68908 -1.07880  0.37
H -1.00250 3.50541 2.05015  0.21
H -1.73540 1.14737 3.67058  0.45
H 0.39679 1.01303 7.76264  0.37
H -3.61645 0.90157 2.56903  0.49

As for the multiplicity: 1. As for the total charge: -2. For the HOMO-LUMO gap, the calculation gives 4.09 eV. The value obtained for the HOMO energy is -0.548 eV. As for the total energy: -6401.9186 hartree.



Entry 3:
Molecular formula: C4H14N3
Method: DFT, ωB97M-V/def2-TZVPD

Last column: Löwdin spin population.
Cartesian coordinates (Å):
N 1.36209 0.09429 1.65373  0.04
N -0.65282 -0.53030 2.62420  0.04
N -0.39692 -1.05532 0.34473  0.31
C 0.02506 -0.47735 1.51986  0.01
C -0.83069 1.86223 -1.79693  0.11
C 0.05781 1.37415 -2.90960  0.13
C 0.41915 -1.54432 -0.80814  0.11
H 1.64662 0.72501 2.31517  0.00
H 0.27246 0.33606 -2.70979  0.05
H 1.44305 -1.62968 -0.77544  0.00
H 0.21465 -0.96330 -1.68066  0.04
H -0.26715 -0.26535 3.61269  0.00
H -0.12280 -2.41402 -1.25546  0.03
H -0.52570 1.33855 -3.89650  0.04
H -0.27016 1.79604 -0.79998  0.04
H 1.00551 1.94307 -3.18355  0.00
H -1.84797 1.30345 -1.71183  0.00
H 1.94986 0.22346 0.85234  0.00
H -1.34879 -1.05207 0.16891  0.00
H -1.35237 -1.20635 2.58349  0.00
H -1.01167 3.01616 -1.90903  0.05

As for the expectation value of S²: 0.756. As for the multiplicity: 2. As for the total charge: +2. For the HOMO-LUMO gap (alpha / beta), the calculation gives 11.67 / 4.44 eV. The value obtained for the HOMO energy (alpha / beta) is -19.659 / -18.594 eV. As for the total energy: -324.2634 hartree.



Entry 4:
Molecular formula: C5H13N2O
Method: DFT, ωB97M-V/def2-TZVPD

Last column: Mulliken charge in e.
Cartesian coordinates (Å):
O -0.91370 -2.09736 2.93268  -0.89
N -0.54557 1.35288 -2.84979  -0.67
N 0.88085 -0.49770 0.20148  -0.24
C 0.07481 2.44041 -0.70349  -1.19
C -0.12863 -1.15105 2.40462  -0.27
C 0.08658 -0.16164 -1.02449  -0.61
C 0.37581 -1.63859 0.93404  -0.73
C 0.36986 1.22193 -1.66034  0.38
H -0.77754 -0.21176 2.30772  0.07
H 0.12551 3.38720 -1.31900  0.41
H -1.03566 -0.13364 -0.82087  0.26
H 0.19984 -0.96793 -1.81795  0.22
H 1.13539 0.27176 0.80729  0.25
H -0.89965 2.42110 -0.23762  0.24
H 1.07890 -2.44009 0.93591  0.32
H -0.50912 -2.06920 0.48866  0.29
H -1.39454 0.97331 -2.66317  0.24
H 0.96485 2.58331 0.00815  0.29
H -0.68778 2.39513 -3.20483  0.22
H 1.32944 1.25758 -2.12600  0.21
H 0.76241 -0.94051 3.01636  0.18

As for the multiplicity: 1. The SMILES is C[C@H](N)CNCC[O-]. As for the total charge: -1. For the HOMO-LUMO gap, the calculation gives 5.50 eV. The value obtained for the HOMO energy is -2.079 eV. As for the total energy: -382.9901 hartree.



For reference, energy above the lowest of the compared OMol25 structures with the same formula, charge and spin by record: 0.0, 57.9, 91.2, 46.3 kcal/mol.
For reference, max |F| by record: 1.41, 1.06, 6.82, 4.75 eV/Å.